Density functional theory data (ωB97M-V/def2-TZVPD) for a cluster of 5 separate species, C40H55B2BrN4O4PS in total.

The geometry in XYZ format:
```
108
Properties=species:S:1:pos:R:3:forces:R:3:mulliken_charge:R:1
Br -0.751 3.746 1.135 0.7 -1.0 -0.5 -0.03
S 0.497 1.007 -2.465 -0.3 -0.5 -0.1 0.02
P 2.283 -0.895 -0.017 -1.5 -2.7 -0.4 0.19
O 4.668 4.287 -1.217 1.3 -2.8 1.7 -0.50
O 6.189 2.356 -1.890 -2.5 1.8 3.1 -0.47
O -2.360 3.503 -3.539 4.3 0.3 8.1 -0.57
O -2.617 1.454 1.285 3.1 -1.8 -0.4 -0.79
N 2.174 0.757 0.556 1.2 4.3 -2.6 0.66
N 4.170 1.845 -0.358 -1.7 0.1 -0.6 0.19
N -1.879 -0.157 -0.521 0.1 0.9 1.2 0.34
N 1.934 2.818 -1.065 0.9 -3.4 1.5 -0.09
C -7.850 2.202 -5.008 0.2 0.0 0.1 -0.49
C -3.839 1.104 9.257 0.2 -0.1 0.0 -0.38
C -5.720 3.334 -5.140 -0.1 -0.1 0.0 -0.60
C -1.386 -1.445 0.093 0.4 -1.5 -1.9 -0.53
C -6.014 -1.859 -5.979 0.2 -0.1 0.1 -0.58
C 7.365 3.206 -1.649 1.9 -0.1 -0.6 -0.62
C -1.829 -0.156 9.713 0.0 0.1 -0.1 -0.36
C 3.336 -1.119 -1.593 1.3 -0.8 -1.1 -0.37
C -5.292 2.661 -3.995 -0.2 -0.1 0.1 0.30
C 0.450 2.385 -1.155 0.4 1.4 -1.2 -0.24
C -6.997 3.101 -5.649 0.1 -0.1 0.1 -0.40
C 7.394 -4.570 1.109 -0.1 -0.1 0.0 -0.53
C 1.308 1.890 2.630 0.2 -1.3 1.9 -0.67
C 7.088 -6.840 0.342 -0.1 0.2 0.1 -0.40
C -6.142 1.759 -3.357 -0.2 0.2 -0.2 -0.24
C -3.678 -2.402 -4.553 -0.2 0.1 -0.1 -0.43
C -3.327 -0.220 -0.953 -0.8 0.6 -0.4 -0.60
C 6.018 -4.449 1.301 0.1 -0.2 -0.1 0.06
C 4.625 -2.149 -1.329 -0.6 -0.3 -0.1 -0.75
C 2.862 -2.059 1.412 1.4 -0.2 1.9 -0.36
C -5.606 -3.179 -5.784 0.1 0.1 0.1 -0.35
C -1.674 2.110 8.889 -0.1 -0.2 0.0 -0.47
C 1.833 -2.042 2.717 -0.5 -0.2 0.0 -0.87
C -0.180 1.979 0.276 0.6 0.0 -0.3 0.28
C -0.240 3.666 -1.943 0.7 0.6 -1.7 -0.58
C 0.178 1.705 3.851 -7.1 1.9 4.7 -0.12
C -4.088 -1.082 -4.744 -0.1 -0.2 -0.1 -0.51
C 7.930 -5.767 0.634 -0.2 0.0 0.0 -0.37
C 5.711 -6.718 0.530 0.1 0.1 0.0 -0.48
C -3.065 2.193 8.855 0.0 -0.1 0.0 -0.33
C -1.829 3.513 -2.284 -2.6 -0.4 -5.1 0.09
C -4.440 -3.450 -5.070 0.0 0.1 0.0 -0.44
C 5.176 -5.525 1.014 0.2 0.1 -0.1 -0.45
C -3.221 -0.070 9.688 0.1 0.2 -0.1 -0.36
C 0.894 1.139 1.235 -0.9 -0.1 1.3 0.01
C -5.257 -0.812 -5.455 0.0 -0.1 -0.1 -0.21
C -0.934 1.829 4.727 8.3 -0.2 -5.3 -0.66
C -7.423 1.533 -3.861 0.0 0.1 0.0 -0.51
C 2.769 1.809 -0.325 -0.3 -0.4 1.0 -0.77
C -1.055 0.934 9.315 -0.2 0.0 0.0 -0.35
B -1.547 1.071 0.293 -3.1 -0.9 1.0 -0.26
B 4.998 2.851 -1.130 2.2 1.5 -2.3 0.47
H -5.058 4.039 -5.635 -0.1 -0.1 0.1 0.38
H 5.094 -2.033 -0.263 -0.9 -0.1 -2.1 0.09
H -4.123 -4.479 -4.917 0.0 0.2 0.0 0.36
H 7.722 3.011 -0.552 -0.6 0.7 -2.0 0.28
H 1.723 -0.974 3.203 0.3 -2.1 -1.0 0.20
H 4.105 -5.432 1.168 0.1 -0.1 0.0 0.34
H 1.253 1.519 -3.567 -0.8 0.1 1.7 0.22
H -1.071 2.960 8.582 -0.1 -0.1 0.1 0.45
H 5.303 4.806 -0.643 -1.1 -0.7 -1.1 0.32
H -2.197 -2.282 -0.170 1.7 1.8 0.9 0.40
H -3.448 -0.778 -1.998 0.4 1.0 2.4 -0.03
H 0.762 -2.402 2.389 2.1 0.8 0.6 0.16
H -0.423 -1.764 -0.536 -1.9 0.5 1.9 0.09
H -3.824 -0.917 10.004 0.1 0.1 0.0 0.36
H -4.295 2.841 -3.601 -0.3 0.0 -0.2 0.26
H 9.002 -5.863 0.489 -0.2 0.0 0.0 0.37
H -5.808 1.233 -2.467 -0.1 0.0 -0.1 0.25
H 0.029 0.868 9.336 -0.2 0.0 0.0 0.35
H 0.067 4.722 -1.480 -1.1 -2.5 -0.6 0.41
H -1.173 -1.406 1.243 -0.4 -0.1 -2.0 0.18
H 8.049 -3.732 1.331 -0.1 -0.1 0.0 0.36
H -8.847 2.024 -5.402 0.1 0.0 0.1 0.37
H 0.383 0.112 1.574 1.2 2.2 -0.9 -0.02
H -4.924 1.170 9.234 0.2 0.0 0.0 0.36
H 5.447 -1.987 -2.146 -1.7 -0.4 1.6 0.34
H -6.199 -3.996 -6.189 0.1 0.1 0.1 0.36
H -2.589 3.356 -1.388 1.6 0.4 -1.6 0.28
H 2.175 -2.799 3.574 -0.5 1.7 -2.1 0.37
H 4.713 1.126 0.209 -1.4 1.0 -1.1 0.33
H -8.089 0.834 -3.361 0.1 0.1 -0.1 0.39
H 8.229 2.823 -2.377 -2.0 0.8 1.6 0.23
H 2.250 1.278 3.043 -2.1 1.2 -0.9 0.44
H 7.212 4.343 -1.887 0.0 -2.2 0.5 0.25
H -7.328 3.620 -6.545 0.0 -0.1 0.1 0.37
H 2.647 -1.699 -2.376 1.2 1.5 1.9 0.38
H -3.497 -0.266 -4.338 -0.1 0.0 -0.1 0.66
H 4.169 -3.249 -1.402 1.3 2.4 0.2 0.27
H -1.545 2.052 5.722 1.6 -0.9 -2.6 0.24
H -5.578 0.217 -5.601 0.1 -0.2 0.0 0.38
H 5.055 -7.554 0.301 0.1 0.1 0.1 0.37
H -3.971 -0.720 -0.114 0.9 0.9 -1.7 0.35
H 2.184 2.879 -2.098 0.5 0.2 1.9 0.54
H 2.936 -3.182 1.052 -0.2 2.4 0.3 0.14
H 1.693 2.988 2.521 -1.3 -2.0 0.2 0.46
H 0.308 3.671 -3.007 -1.4 0.0 2.2 0.44
H 7.505 -7.772 -0.032 -0.1 0.1 0.1 0.37
H 3.926 -1.769 1.833 -1.9 -0.7 -0.8 0.32
H 3.662 -0.130 -2.127 -0.6 -1.8 1.2 0.27
H -6.921 -1.647 -6.539 0.1 0.0 0.1 0.39
H -2.766 -2.613 -4.002 -0.1 0.0 -0.1 0.41
H -2.530 0.763 2.027 -0.6 1.4 -1.5 0.33
H 5.600 -3.517 1.674 0.1 -0.1 0.0 0.38
H -3.547 3.106 8.517 0.1 -0.1 0.1 0.38
H -1.347 -1.072 10.043 -0.1 0.2 0.0 0.36
H -3.712 0.891 -1.142 0.7 -2.4 0.5 0.20
```
Forces are in eV/Å.

Calculated values
- HOMO energy: -10.34 eV
- Net charge: +1

Density functional theory data (ωB97M-V/def2-TZVPD) for the ion C3H7N2OS with charge +1.

The geometry in XYZ format:
```
14
Properties=species:S:1:pos:R:3:forces:R:3:mulliken_charge:R:1
S -2.097 0.149 1.561 0.0 0.1 0.1 0.03
O -1.655 -1.324 0.755 1.1 1.0 0.0 -0.38
N 0.353 -1.114 1.956 3.1 -1.8 2.3 -0.39
N 0.311 -0.061 -0.160 -2.7 -0.3 1.7 -0.44
C -0.143 0.856 -0.927 3.7 -0.6 -0.9 0.24
C -0.564 -0.431 0.975 0.9 -0.7 -1.3 0.52
C 0.581 1.053 -2.199 -3.7 1.4 -0.4 -1.31
H 1.394 0.501 -2.356 3.3 -2.5 -0.2 0.38
H -0.037 -2.138 2.115 0.9 2.6 0.1 0.41
H -0.854 1.602 -0.798 -2.1 0.7 1.0 0.46
H 0.799 2.062 -2.483 -0.2 0.8 0.2 0.35
H -0.191 0.702 -2.906 0.2 0.2 -0.3 0.32
H 1.363 -1.217 1.593 -2.0 -0.2 -0.7 0.43
H 0.739 -0.638 2.875 -2.3 -0.8 -1.6 0.40
```
Forces are in eV/Å.

Calculated values
- HOMO energy: -13.89 eV
- SMILES: C/C=N/[C@]1([NH3+])OS1
- Net charge: +1
- ΔE to the lowest compared entry with this formula, charge and spin: 383.90 kJ/mol

Density functional theory data (ωB97M-V/def2-TZVPD) for a structure of composition C24H34N4O3S.

The geometry in XYZ format:
```
66
Properties=species:S:1:pos:R:3:forces:R:3:mulliken_charge:R:1
S -0.407 0.659 0.274 -2.5 3.8 0.5 -0.34
O -0.052 -3.084 0.328 -1.3 0.8 0.8 -0.76
O 8.637 -0.435 0.038 0.5 -2.1 0.6 -0.35
O 6.735 -2.351 0.490 2.8 7.6 -1.7 -0.25
N 2.914 2.494 0.161 4.7 2.4 -0.1 -0.55
N -1.954 -1.919 0.094 -1.7 3.9 2.4 0.37
N -4.153 -0.280 -0.668 0.7 -2.2 4.9 0.71
N 1.695 2.795 0.057 -3.3 -8.8 1.0 0.39
C 5.710 -3.138 0.631 6.4 -5.0 8.5 -1.24
C 4.717 0.927 -0.015 2.6 -3.2 0.7 0.63
C 0.879 3.977 0.142 10.3 1.1 -9.4 -1.15
C -7.843 1.587 1.703 5.8 0.9 -10.6 -1.81
C -3.941 -2.666 -0.705 -2.4 -6.7 8.7 -0.45
C 6.393 -0.892 0.271 -6.0 -7.7 0.3 0.77
C -4.123 0.002 -1.995 -2.9 3.7 -2.1 -1.07
C 7.010 1.272 -0.205 1.0 3.5 0.8 -0.17
C 1.600 -0.685 -0.135 -0.5 -11.4 4.3 -0.84
C 0.177 -0.823 0.319 4.0 -2.0 -2.3 0.77
C -5.653 1.275 0.272 0.3 5.0 10.1 -0.73
C 1.117 1.226 0.116 -0.5 9.4 -0.1 -0.14
C 5.759 1.941 -0.160 0.6 -11.1 1.5 -1.56
C -2.828 0.499 -2.540 1.4 -6.1 -4.2 -1.21
C -4.297 0.840 0.206 3.7 -2.1 3.0 -0.69
C 3.355 1.203 0.127 -1.4 5.4 -0.5 -0.70
C -2.867 -2.967 0.377 2.1 -2.6 -6.1 -0.81
C -6.557 0.750 1.405 -1.6 -3.0 1.8 -0.03
C -4.789 -1.680 -0.175 -3.0 6.6 -1.9 -0.96
C 7.364 -0.114 -0.011 2.4 7.5 -0.7 0.62
C 5.013 -0.547 0.133 6.2 8.0 -0.6 -1.08
C 2.217 0.478 0.085 -2.3 -1.1 -0.7 1.46
C -0.692 -2.004 0.355 6.2 -3.4 -1.3 0.60
C 9.603 0.541 -0.098 4.1 -2.6 1.4 -0.98
H 0.398 4.056 0.922 -5.4 0.9 7.4 0.47
H -3.521 1.592 -0.067 -0.8 -0.2 0.0 0.35
H -3.684 -2.582 -1.654 1.3 -0.2 -4.1 0.58
H 1.812 4.721 0.061 -2.2 -0.6 0.9 0.35
H -3.913 0.490 1.419 -1.0 1.0 -3.3 0.22
H 6.526 -4.191 0.826 -2.9 1.8 -0.6 0.17
H 7.806 2.096 -0.127 -0.6 -1.8 -0.8 0.24
H 9.615 1.266 0.813 0.0 -0.8 -2.1 0.37
H -2.251 -0.489 -2.554 0.5 1.1 1.0 0.24
H -2.294 -0.911 0.230 -0.3 -2.1 -0.7 -0.43
H 2.278 -1.840 0.198 -2.3 3.4 -1.8 0.06
H -8.392 1.189 2.307 -6.4 -4.9 6.6 0.66
H -2.265 1.211 -2.002 0.2 1.1 0.1 0.34
H -2.324 -3.983 -0.101 -1.2 2.6 2.0 0.31
H -8.272 1.673 0.671 -0.6 0.2 1.1 0.30
H -5.642 2.369 0.889 0.4 -1.7 -2.5 0.16
H 0.584 4.093 -0.903 -1.6 0.2 0.6 0.40
H 9.564 0.837 -1.153 0.4 1.1 0.6 0.43
H -4.993 -1.591 0.937 0.5 -0.4 -1.5 0.33
H -2.819 0.368 -3.727 -0.3 2.0 2.2 0.33
H -4.787 0.927 -2.271 -0.1 -1.2 0.7 0.27
H -4.560 -3.650 -0.283 0.7 1.6 -2.6 0.25
H -5.760 -1.616 -0.779 0.6 -0.5 1.3 0.29
H 10.704 -0.268 0.027 -3.1 3.0 -0.4 0.18
H -3.256 -3.133 1.352 -0.1 0.2 0.9 0.40
H -6.251 0.663 2.499 1.4 0.0 -1.6 0.24
H 5.482 2.776 -0.540 -1.1 6.0 -1.7 0.53
H -7.629 2.511 2.022 1.2 3.6 1.1 0.46
H 5.369 -3.136 1.648 -1.6 0.3 0.3 0.45
H 5.213 -3.419 -0.102 -5.3 -1.8 -6.7 0.58
H -6.850 -0.333 1.134 -0.1 1.4 0.5 0.19
H 4.286 -1.138 0.353 -4.3 -3.8 1.2 0.60
H -4.702 -0.800 -2.414 0.6 -0.5 -1.6 0.67
H -6.207 1.363 -0.508 -3.1 0.6 -5.4 0.57
```
Forces are in eV/Å.

Calculated values
- HOMO energy: -7.19 eV
- Net charge: 0
- ΔE to the lowest compared entry with this formula, charge and spin: 2176.17 kJ/mol

Density functional theory data (ωB97M-V/def2-TZVPD) for a cluster of 3 separate species, C3H12N2O2 in total.

The geometry in XYZ format:
```
19
Properties=species:S:1:pos:R:3:forces:R:3:mulliken_spin:R:1
O 0.313 -2.806 0.842 0.0 0.0 0.0 0.91
O 3.305 1.196 0.162 -0.3 -0.1 0.0 0.21
N -1.274 0.555 -2.402 -0.4 -0.7 -0.1 0.01
N 0.549 0.044 -0.354 0.4 1.9 0.4 0.72
C -1.083 0.623 1.391 -0.9 -1.3 0.4 0.65
C -0.739 0.511 -0.065 -0.7 -1.4 -0.2 -0.20
C -1.689 0.551 -1.033 1.1 -0.3 -0.1 0.18
H -2.642 0.070 -0.844 -0.5 1.0 0.1 -0.11
H 0.727 -0.849 -0.792 -0.8 -0.1 -0.2 -0.31
H -1.147 1.588 1.890 0.4 0.3 -0.4 0.10
H 3.801 1.900 -0.264 0.2 -0.1 0.2 -0.05
H 3.896 0.703 0.740 0.2 0.1 -0.1 -0.08
H -0.470 -0.063 1.979 0.2 0.2 0.1 -0.31
H -2.089 0.191 1.526 0.0 0.2 -0.1 -0.17
H -0.354 0.951 -2.511 0.1 0.1 0.1 -0.01
H 1.072 0.097 0.496 0.8 -0.1 0.0 0.00
H -1.939 1.025 -2.998 0.0 0.1 0.0 -0.01
H 0.375 -3.716 1.187 0.1 0.0 0.0 -0.44
H -0.612 -2.574 1.050 0.0 0.0 0.0 -0.09
```
Forces are in eV/Å.

Calculated values
- HOMO energy (spin up / spin down): 1.04 / -3.53 eV
- Net charge: -1
- ΔE to the lowest compared entry with this formula, charge and spin: 142.66 kJ/mol
- Spin multiplicity: 2
- <S²>: 0.75

What is the net charge in the third record?
0

Please write out number 2 again, unchanged.
Density functional theory data (ωB97M-V/def2-TZVPD) for the ion C3H7N2OS with charge +1.

The geometry in XYZ format:
```
14
Properties=species:S:1:pos:R:3:forces:R:3:mulliken_charge:R:1
S -2.097 0.149 1.561 0.0 0.1 0.1 0.03
O -1.655 -1.324 0.755 1.1 1.0 0.0 -0.38
N 0.353 -1.114 1.956 3.1 -1.8 2.3 -0.39
N 0.311 -0.061 -0.160 -2.7 -0.3 1.7 -0.44
C -0.143 0.856 -0.927 3.7 -0.6 -0.9 0.24
C -0.564 -0.431 0.975 0.9 -0.7 -1.3 0.52
C 0.581 1.053 -2.199 -3.7 1.4 -0.4 -1.31
H 1.394 0.501 -2.356 3.3 -2.5 -0.2 0.38
H -0.037 -2.138 2.115 0.9 2.6 0.1 0.41
H -0.854 1.602 -0.798 -2.1 0.7 1.0 0.46
H 0.799 2.062 -2.483 -0.2 0.8 0.2 0.35
H -0.191 0.702 -2.906 0.2 0.2 -0.3 0.32
H 1.363 -1.217 1.593 -2.0 -0.2 -0.7 0.43
H 0.739 -0.638 2.875 -2.3 -0.8 -1.6 0.40
```
Forces are in eV/Å.

Calculated values
- HOMO energy: -13.89 eV
- SMILES: C/C=N/[C@]1([NH3+])OS1
- Net charge: +1
- ΔE to the lowest compared entry with this formula, charge and spin: 383.90 kJ/mol